Entry from the Open Molecules 2025 dataset: a cluster of 4 separate species, C23H28BF8IN3O9PS in total (ωB97M-V with the def2-TZVPD basis set).

Bonds (Å) are listed after each position.
Geometry (Å):
1 C -7.06067 4.32128 -0.40669  B2 1.585, H33 1.088, H34 1.088, H35 1.084
2 B -6.12435 3.05895 -0.61215  C1 1.585, O3 1.368, C4 1.572
3 O -6.67830 1.85500 -0.95122  B2 1.368, H36 0.961
4 C -4.56374 3.17565 -0.45858  B2 1.572, C5 1.399, C10 1.398
5 C -4.02305 4.10533 0.43617  C4 1.399, C6 1.387, H37 1.079
6 C -2.65075 4.24081 0.58892  C5 1.387, F7 1.335, C8 1.391
7 F -2.17641 5.13577 1.45918  C6 1.335
8 C -1.77565 3.46248 -0.16181  C6 1.391, C9 1.390, C31 1.482
9 C -2.31869 2.56155 -1.07005  C8 1.390, C10 1.388, C11 1.485
10 C -3.68852 2.39524 -1.22015  C4 1.398, C9 1.388, H38 1.079
11 C -1.37880 1.77429 -1.90804  C9 1.485, O12 1.192, C13 1.516
12 O -1.64595 1.49503 -3.03576  C11 1.192
13 C -0.07680 1.40523 -1.22514  C11 1.516, S14 1.788, C27 1.338
14 S 0.60450 -0.18177 -1.68923  C13 1.788, O15 1.429, O16 1.431, C17 1.877
15 O 1.98840 -0.37594 -1.39117  S14 1.429
16 O 0.27190 -0.42732 -3.05888  S14 1.431
17 C -0.46550 -1.43900 -0.79557  S14 1.877, F18 1.335, F19 1.334, C20 1.558
18 F -1.74271 -1.19978 -1.10167  C17 1.335
19 F -0.10421 -2.58825 -1.36819  C17 1.334
20 C -0.26777 -1.59749 0.74172  C17 1.558, F21 1.330, F22 1.347, C23 1.565
21 F 0.96876 -1.28628 1.12074  C20 1.330
22 F -0.46516 -2.89926 1.02832  C20 1.347
23 C -1.29573 -0.79568 1.60821  C20 1.565, F24 1.335, F25 1.324, F26 1.325
24 F -1.65970 0.33874 1.00688  C23 1.335
25 F -2.37702 -1.52950 1.82107  C23 1.324
26 F -0.75281 -0.49236 2.77817  C23 1.325
27 C 0.43849 2.25282 -0.32741  C13 1.338, P28 1.889, C31 1.511
28 P 2.01076 1.84095 0.63545  C27 1.889, O29 1.636, I30 2.423
29 O 1.31917 1.57823 2.09500  P28 1.636, H39 0.970
30 I 3.22317 3.91636 0.93843  P28 2.423
31 C -0.29923 3.54375 -0.06016  C8 1.482, C27 1.511, O32 1.193
32 O 0.27120 4.55623 0.21144  C31 1.193
33 H -7.76768 4.43009 -1.22704  C1 1.088
34 H -7.64419 4.19511 0.50346  C1 1.088
35 H -6.47214 5.23003 -0.34636  C1 1.084
36 H -7.43664 1.96841 -1.53101  O3 0.961
37 H -4.68349 4.73425 1.01309  C5 1.079
38 H -4.07913 1.67042 -1.91753  C10 1.079
39 H 1.03980 2.40114 2.52529  O29 0.970
40 C 4.99422 1.34265 -5.45260  N41 1.448, H45 1.092, H46 1.092, H47 1.088
41 N 4.30532 2.14991 -4.46706  C40 1.448, C42 1.453, C43 1.346
42 C 3.36207 1.51589 -3.56161  N41 1.453, H48 1.092, H49 1.091, H50 1.086
43 C 4.50574 3.47634 -4.35535  N41 1.346, O44 1.216, H51 1.104
44 O 3.94973 4.19236 -3.54510  C43 1.216
45 H 4.27299 0.86436 -6.11843  C40 1.092
46 H 5.58519 0.56854 -4.95878  C40 1.092
47 H 5.65924 1.96692 -6.04572  C40 1.088
48 H 2.37520 1.96583 -3.68694  C42 1.092
49 H 3.67993 1.66895 -2.52936  C42 1.091
50 H 3.30211 0.45150 -3.76712  C42 1.086
51 H 5.23777 3.86775 -5.08305  C43 1.104
52 C 1.43207 -1.75433 5.72724  N53 1.449, H57 1.092, H58 1.092, H59 1.088
53 N 1.97379 -0.43989 6.00694  C52 1.449, C54 1.453, C55 1.346
54 C 2.65308 -0.20310 7.26975  N53 1.453, H60 1.090, H61 1.090, H62 1.087
55 C 1.86921 0.57629 5.12987  N53 1.346, O56 1.217, H63 1.102
56 O 2.30268 1.69848 5.31237  C55 1.217
57 H 0.68605 -2.02270 6.47827  C52 1.092
58 H 2.22855 -2.50115 5.73887  C52 1.092
59 H 0.96057 -1.76003 4.74660  C52 1.088
60 H 2.14817 0.58887 7.82350  C54 1.090
61 H 3.68060 0.11298 7.08834  C54 1.090
62 H 2.65273 -1.11593 7.85982  C54 1.087
63 H 1.33706 0.29906 4.20578  C55 1.102
64 C -0.39489 -5.90871 -1.52842  N65 1.450, H69 1.092, H70 1.090, H71 1.088
65 N 0.28815 -7.11572 -1.10613  C64 1.450, C66 1.453, C67 1.347
66 C 1.61049 -7.40468 -1.63445  N65 1.453, H72 1.090, H73 1.090, H74 1.087
67 C -0.26110 -7.98501 -0.23571  N65 1.347, O68 1.215, H75 1.104
68 O 0.27097 -9.00706 0.14886  C67 1.215
69 H -0.53982 -5.92229 -2.61071  C64 1.092
70 H 0.19806 -5.03387 -1.26070  C64 1.090
71 H -1.36665 -5.83783 -1.04421  C64 1.088
72 H 1.60229 -8.35839 -2.16275  C66 1.090
73 H 2.33176 -7.47537 -0.81987  C66 1.090
74 H 1.90977 -6.61354 -2.31710  C66 1.087
75 H -1.26446 -7.67761 0.10723  C67 1.104

Results
SMILES   CB(O)c1cc(F)c2c(c1)C(=O)C(S(=O)(=O)C(F)(F)C(F)(F)C(F)(F)F)=C(P(O)I)C2=O.CN(C)C=O.CN(C)C=O.CN(C)C=O
Kohn-Sham gap   6.91 eV
E   -97844.164 eV
HOMO level   -8.89 eV
Charge   0

For each atom in turn, the Mulliken charge in e is: number 1, C, carries -1.082; number 2, B, carries 0.392; number 3, O, carries -0.516; number 4, C, carries -0.095; number 5, C, carries -0.718; number 6, C, carries 0.124; number 7, F, carries -0.329; number 8, C, carries 0.758; number 9, C, carries 1.007; number 10, C, carries -0.640; number 11, C, carries -0.845; number 12, O, carries -0.496; number 13, C, carries -0.500; number 14, S, carries 1.421; number 15, O, carries -0.543; number 16, O, carries -0.629; number 17, C, carries 0.281; number 18, F, carries -0.233; number 19, F, carries -0.220; number 20, C, carries 0.818; number 21, F, carries -0.227; number 22, F, carries -0.299; number 23, C, carries 0.429; number 24, F, carries -0.076; number 25, F, carries -0.276; number 26, F, carries -0.197; number 27, C, carries 1.294; number 28, P, carries -0.001; number 29, O, carries -0.167; number 30, I, carries -0.052; number 31, C, carries -0.740; number 32, O, carries -0.455; number 33, H, carries 0.363; number 34, H, carries 0.318; number 35, H, carries 0.377; number 36, H, carries 0.304; number 37, H, carries 0.575; number 38, H, carries 0.564; number 39, H, carries 0.287; number 40, C, carries -0.933; number 41, N, carries 0.228; number 42, C, carries -1.028; number 43, C, carries 0.060; number 44, O, carries -0.562; number 45, H, carries 0.313; number 46, H, carries 0.313; number 47, H, carries 0.329; number 48, H, carries 0.323; number 49, H, carries 0.271; number 50, H, carries 0.436; number 51, H, carries 0.269; number 52, C, carries -0.685; number 53, N, carries 0.076; number 54, C, carries -0.971; number 55, C, carries 0.669; number 56, O, carries -0.659; number 57, H, carries 0.339; number 58, H, carries 0.344; number 59, H, carries 0.070; number 60, H, carries 0.295; number 61, H, carries 0.295; number 62, H, carries 0.388; number 63, H, carries -0.155; number 64, C, carries -0.990; number 65, N, carries 0.132; number 66, C, carries -0.939; number 67, C, carries 0.136; number 68, O, carries -0.588; number 69, H, carries 0.318; number 70, H, carries 0.410; number 71, H, carries 0.300; number 72, H, carries 0.305; number 73, H, carries 0.301; number 74, H, carries 0.359; number 75, H, carries 0.261